1.
Here is a 2-piece molecular cluster, C4H8P2 overall at a distorted geometry from the OMol25 dataset. Energies are from ωB97M-V/def2-TZVPD.

Summary:
Molecular weight (g mol⁻¹): 118.06
SMILES: [H]/P=C/C.CC#P
2S+1: 1
Charge: 0
Energy relative to the best compared isomer or geometry (same formula, charge and spin) (kJ/mol): 304.5

Element x y z (Å)
H 0.59 -0.03 3.52
P 0.98 -0.21 2.13
C -0.52 -0.95 1.83
C -1.19 -1.25 0.50
H -1.24 -1.04 2.75
H -2.28 -1.30 0.40
H -0.79 -2.29 0.28
H -0.67 -0.60 -0.37
C 1.08 1.03 -2.29
C 0.58 1.87 -1.25
P -0.29 2.37 -0.07
H 1.50 1.57 -3.08
H 0.32 0.26 -2.63
H 1.92 0.57 -1.72



2.
Here is one molecule with the formula C4H8S2 at a distorted geometry from the OMol25 dataset. Energies are from ωB97M-V/def2-TZVPD.

Summary:
Molecular weight (g mol⁻¹): 120.24
SMILES: C1CSCCS1
2S+1: 1
Charge: 0
Energy relative to the best compared isomer or geometry (same formula, charge and spin) (kJ/mol): 96.5

Element x y z (Å)
C 0.73 -0.17 1.43
C -0.69 0.50 1.36
S -0.89 1.49 -0.13
C -0.17 0.62 -1.47
C 0.12 -0.98 -1.27
S 1.12 -1.38 0.16
H 0.82 -0.80 2.32
H 1.53 0.66 1.35
H -1.46 -0.32 1.50
H -0.66 1.15 2.20
H 0.79 1.14 -1.66
H -0.84 0.83 -2.34
H 0.54 -1.40 -2.22
H -0.95 -1.34 -1.23



3.
Here is a 2-piece molecular cluster, C4H8S2 overall at a distorted geometry from the OMol25 dataset. Energies are from ωB97M-V/def2-TZVPD.

Summary:
Molecular weight (g mol⁻¹): 120.24
SMILES: CC=C=S.CS
2S+1: 1
Charge: 0
Energy relative to the best compared isomer or geometry (same formula, charge and spin) (kJ/mol): 265.0

Element x y z (Å)
C -0.32 1.88 0.14
C -1.06 1.08 1.16
C -1.90 0.17 0.78
S -2.86 -0.86 0.15
H 0.24 2.90 0.42
H 0.41 1.25 -0.36
H -1.03 2.14 -0.60
H -0.63 1.05 2.08
C 1.34 -1.59 -0.17
S 0.76 -2.39 -1.57
H 2.24 -1.98 0.34
H 1.49 -0.52 -0.39
H 0.42 -1.66 0.47
H 0.89 -1.49 -2.46



4.
Here is a 2-piece molecular cluster, C4H8Si overall at a distorted geometry from the OMol25 dataset. Energies are from ωB97M-V/def2-TZVPD.

Summary:
Molecular weight (g mol⁻¹): 84.19
2S+1: 1
Charge: 0
Energy relative to the best compared isomer or geometry (same formula, charge and spin) (kJ/mol): 312.1

Element x y z (Å)
C -1.82 0.45 0.68
C -1.49 0.48 -0.79
C 1.64 -0.66 0.74
C 2.12 -0.42 -0.47
Si -1.00 -1.19 0.00
H -1.16 0.96 1.21
H -2.80 0.59 0.94
H -2.25 0.70 -1.45
H -0.78 1.23 -1.13
H 2.14 -1.49 1.23
H 0.86 -0.04 1.16
H 1.71 0.27 -1.09
H 2.83 -0.90 -1.02



5.
Here is a 2-piece molecular cluster, C4H9B overall at a distorted geometry from the OMol25 dataset. Energies are from ωB97M-V/def2-TZVPD.

Summary:
Molecular weight (g mol⁻¹): 67.93
SMILES: C=BC.C=C
2S+1: 1
Charge: 0
Energy relative to the best compared isomer or geometry (same formula, charge and spin) (kJ/mol): 205.8

Element x y z (Å)
C 2.70 1.48 0.43
B 1.85 0.38 0.32
C 1.06 -0.97 0.19
H 2.45 2.46 -0.07
H 3.63 1.46 0.95
H 0.62 -1.34 1.11
H 1.73 -1.64 -0.17
H 0.16 -0.75 -0.41
C -2.65 -0.61 -0.43
C -2.04 0.57 -0.34
H -3.72 -0.58 -0.46
H -2.10 -1.48 -0.74
H -2.58 1.41 -0.01
H -1.01 0.61 -0.44



6.
Here is a 2-piece molecular cluster, C4H9BClFO2 overall at a distorted geometry from the OMol25 dataset. Energies are from ωB97M-V/def2-TZVPD.

Summary:
Molecular weight (g mol⁻¹): 154.38
2S+1: 1
Charge: 0
Energy relative to the best compared isomer or geometry (same formula, charge and spin) (kJ/mol): 431.4

Element x y z (Å)
B -2.49 -0.39 0.16
C 3.19 -0.24 -0.19
C -2.92 1.05 0.58
C 1.63 -0.27 -0.17
C 1.19 1.10 -0.05
O -2.11 -0.57 -1.12
O -2.56 -1.39 1.18
F 1.28 -0.77 -1.48
Cl -0.28 1.35 0.91
H 3.36 0.76 -0.51
H 3.47 -0.89 -1.06
H 3.74 -0.33 0.83
H -2.78 1.92 -0.03
H -2.99 1.35 1.63
H 1.05 -1.00 0.43
H 1.46 1.93 -0.76
H -1.54 -1.33 -1.26
H -2.68 -2.29 0.92



- Which of these has the lowest molecular weight?
  C4H9B



- What is the 2S+1 in the sixth record?
  1



- Which value of 2S+1 does entry 1 give?
  1